{
  "formula": "C4H6NOP",
  "method": "the ωB97M-V functional and the def2-TZVPD basis",
  "elements": ["C", "C", "C", "C", "N", "O", "P", "H", "H", "H", "H", "H", "H"],
  "xyz": [[0.9960, 0.9153, -0.3598], [1.5493, -0.4109, -0.3924], [-0.2610, 1.3230, -0.6557], [0.7632, -1.5306, -0.4538], [-1.4009, -0.3580, 1.3462], [-1.3354, 0.5354, -1.0014], [-1.6394, -0.9413, -0.3032], [1.6961, 1.6030, -0.2096], [2.6388, -0.5904, -0.3834], [-0.4153, 2.3502, -0.7436], [0.9461, -2.5339, -0.5245], [-1.7865, 0.6327, 1.6608], [-1.7508, -0.9944, 2.0203]],
  "forces_ev_per_a": [[-3.15, -2.19, -1.04], [-1.41, -3.62, -0.12], [1.79, -1.93, 0.19], [-2.81, 4.70, 0.44], [-1.26, 2.45, -0.15], [-0.17, -0.08, -0.01], [4.19, 1.13, 1.06], [2.43, 3.33, 0.65], [-0.47, 0.53, 0.02], [-0.76, 1.46, -0.13], [0.91, -2.24, -0.21], [1.00, -2.72, -1.43], [-0.30, -0.84, 0.73]],
  "mulliken_charge": [-0.101, -0.043, -0.478, -0.836, -0.520, -0.366, 0.263, 0.467, 0.300, 0.405, 0.431, 0.250, 0.228],
  "lumo_energy_ha": 0.0206,
  "homo_energy_ev": -8.03,
  "gap_ha": 0.3157,
  "e_above_lowest_kcal_mol": 46.3
}

***

{
  "formula": "C4H6NOPS",
  "method": "the ωB97M-V functional and the def2-TZVPD basis",
  "elements": ["O", "C", "S", "C", "C", "C", "N", "P", "H", "H", "H", "H", "H", "H"],
  "xyz": [[2.9553, -2.3336, 0.1843], [2.3512, -1.2612, 0.1083], [3.2726, 0.2443, -0.2638], [1.7555, 1.2728, -0.3894], [0.7125, 0.5622, 0.4010], [0.9772, -0.9221, 0.2518], [0.0725, -2.0793, -0.0020], [-1.4861, -2.0370, -0.4471], [1.4527, 1.3306, -1.4304], [1.9974, 2.3527, -0.0582], [-0.2580, 0.7236, 0.1146], [0.7276, 0.6471, 1.4554], [-2.4228, -1.2796, 0.4631], [-1.6631, -3.4114, 0.2341]],
  "forces_ev_per_a": [[-1.69, 1.98, -0.03], [3.87, -1.96, -0.07], [-0.45, 0.10, 0.03], [1.32, 1.92, 0.16], [0.80, -2.61, 0.32], [-5.85, -5.61, -1.82], [6.46, 6.86, 1.89], [-2.72, -2.05, 1.08], [0.03, -0.03, -0.12], [-0.47, -1.82, -0.30], [-2.45, 0.85, -0.92], [0.38, 0.96, 1.33], [1.22, -0.47, -0.49], [-0.46, 1.86, -1.06]],
  "mulliken_charge": [-0.551, 0.439, -0.120, -0.523, -0.621, 0.286, -0.270, -0.131, 0.315, 0.311, 0.411, 0.296, 0.058, 0.100],
  "lumo_energy_ha": [-0.0503, -0.0503],
  "homo_energy_ev": [-8.98, -8.98],
  "gap_ha": [0.2798, 0.2798],
  "smiles": "O=C1SCC/C1=N\\P",
  "e_above_lowest_kcal_mol": 56.3
}